# 1
A molecular structure, C50H67BiCl2N8O2, computed with ωB97M-V/def2-TZVPD.

Each line ends with the Mulliken charge.
Atoms and positions in Å:
Bi (-0.10, -0.12, -0.04)  1.654
C (5.13, 3.59, -1.87)  -1.254
C (3.65, 3.60, -2.25)  -1.256
C (2.96, 2.30, -1.94)  1.243
C (2.99, 1.14, -2.73)  0.597
C (3.57, 0.99, -4.11)  -1.154
C (2.50, 1.02, -5.20)  -1.069
C (2.32, 0.15, -2.01)  -0.127
N (1.87, 0.66, -0.82)  -0.457
C (2.26, 1.99, -0.78)  -0.728
C (2.23, 2.83, 0.41)  -0.520
C (1.57, 2.70, 1.57)  -0.154
C (1.95, 3.27, 2.86)  0.627
C (2.99, 4.34, 3.02)  -1.374
C (4.41, 3.77, 3.03)  -1.224
C (1.36, 2.56, 3.84)  0.643
C (0.51, 1.54, 3.23)  -0.197
C (-0.12, 0.52, 3.82)  -0.588
C (-0.72, -0.67, 3.22)  -0.966
N (-0.33, -1.21, 2.01)  -0.407
C (-0.85, -2.47, 1.96)  -0.667
C (-0.57, -3.43, 0.90)  0.042
C (0.20, -3.22, -0.19)  -0.020
N (0.77, -2.01, -0.55)  -0.531
C (1.48, -2.19, -1.74)  0.768
C (2.15, -1.23, -2.41)  -0.873
C (1.36, -3.60, -2.11)  0.523
C (0.58, -4.21, -1.20)  1.195
C (0.22, -5.66, -1.10)  -1.120
C (1.12, -6.43, -0.14)  -1.221
C (2.05, -4.20, -3.29)  -1.250
C (3.54, -4.47, -3.02)  -1.157
C (-1.59, -2.74, 3.11)  0.671
C (-1.50, -1.58, 3.92)  0.684
C (-2.02, -1.43, 5.31)  -1.282
C (-1.10, -2.07, 6.36)  -1.271
C (-2.34, -4.00, 3.42)  -1.132
C (-3.63, -4.14, 2.60)  -0.847
N (0.47, 1.79, 1.81)  1.046
C (1.55, 2.72, 5.31)  -1.184
C (0.48, 3.62, 5.94)  -1.008
H (5.63, 4.52, -2.14)  0.416
H (5.64, 2.76, -2.37)  0.323
H (5.25, 3.44, -0.80)  0.204
H (3.55, 3.82, -3.32)  0.592
H (3.15, 4.42, -1.72)  0.331
H (4.14, 0.05, -4.18)  0.449
H (4.30, 1.79, -4.28)  0.358
H (1.73, 0.27, -5.00)  0.193
H (2.93, 0.83, -6.19)  0.401
H (2.01, 1.99, -5.22)  0.259
H (2.97, 3.62, 0.40)  0.411
H (2.81, 4.88, 3.95)  0.543
H (2.89, 5.07, 2.21)  0.408
H (4.53, 3.06, 3.85)  0.318
H (5.15, 4.56, 3.15)  0.427
H (4.63, 3.24, 2.10)  0.243
H (-0.11, 0.52, 4.90)  0.409
H (-0.96, -4.43, 1.05)  0.386
H (2.63, -1.52, -3.34)  0.383
H (0.26, -6.12, -2.09)  0.487
H (-0.82, -5.75, -0.76)  0.138
H (2.16, -6.36, -0.46)  0.241
H (0.85, -7.49, -0.11)  0.428
H (1.05, -6.02, 0.87)  0.258
H (1.96, -3.53, -4.15)  0.380
H (1.56, -5.13, -3.57)  0.438
H (4.03, -3.56, -2.67)  0.283
H (4.05, -4.81, -3.92)  0.402
H (3.66, -5.23, -2.24)  0.271
H (-3.01, -1.87, 5.39)  0.510
H (-2.15, -0.37, 5.55)  0.433
H (-1.01, -3.14, 6.20)  0.342
H (-1.47, -1.90, 7.38)  0.398
H (-0.09, -1.65, 6.29)  0.287
H (-2.58, -4.04, 4.48)  0.340
H (-1.70, -4.87, 3.22)  0.409
H (-4.28, -3.28, 2.79)  0.295
H (-4.18, -5.05, 2.85)  0.553
H (-3.39, -4.15, 1.53)  -0.144
H (2.54, 3.13, 5.51)  0.426
H (1.51, 1.74, 5.79)  0.457
H (0.52, 4.63, 5.51)  0.226
H (0.61, 3.70, 7.02)  0.473
H (-0.52, 3.23, 5.73)  0.156
N (-2.75, -1.12, -0.13)  -0.337
C (-2.87, -1.98, -1.29)  1.154
C (-4.24, -2.47, -1.69)  -0.680
C (-4.94, -3.68, -1.09)  -0.090
C (-6.01, -4.15, -2.09)  -1.274
N (-5.42, -4.60, -3.37)  -0.177
C (-4.83, -3.78, -4.25)  0.378
N (-5.34, -2.59, -4.58)  -0.462
N (-3.71, -4.17, -4.87)  -0.387
C (-2.23, -1.26, -2.54)  -0.512
O (-2.78, -1.41, -3.66)  -0.867
O (-1.18, -0.64, -2.30)  -0.388
H (-2.93, -1.60, 0.75)  -0.049
H (-3.36, -0.31, -0.20)  0.317
H (-2.20, -2.83, -1.11)  -0.624
H (-4.03, -2.70, -2.72)  0.401
H (-4.94, -1.62, -1.72)  0.331
H (-5.40, -3.47, -0.13)  0.484
H (-4.23, -4.49, -0.93)  0.162
H (-6.73, -3.36, -2.29)  0.353
H (-6.58, -5.00, -1.71)  0.480
H (-4.98, -5.51, -3.31)  0.271
H (-6.18, -2.31, -4.10)  0.330
H (-4.64, -1.85, -4.67)  0.322
H (-3.11, -4.82, -4.40)  0.237
H (-3.22, -3.47, -5.41)  0.279
C (-0.84, 2.45, 1.45)  -0.363
C (-1.28, 3.61, 2.29)  -0.312
C (-0.78, 4.89, 2.08)  0.193
C (-1.21, 5.96, 2.85)  -1.013
C (-2.17, 5.76, 3.84)  -0.490
C (-2.69, 4.49, 4.05)  -0.785
C (-2.24, 3.43, 3.28)  -0.105
H (-0.75, 2.76, 0.40)  0.269
H (-1.61, 1.67, 1.51)  0.592
H (-0.04, 5.05, 1.30)  0.473
H (-0.81, 6.95, 2.67)  0.433
H (-2.51, 6.60, 4.43)  0.394
H (-3.44, 4.33, 4.81)  0.404
H (-2.64, 2.43, 3.45)  0.392
Cl (-1.59, 4.97, -1.79)  -0.197
C (-0.30, 3.98, -2.51)  0.336
Cl (-0.80, 2.31, -2.78)  0.007
H (0.54, 3.96, -1.82)  -0.498
H (-0.04, 4.42, -3.46)  0.420

Properties
Max |F| (eV Å⁻¹): 0.4
Orbital gap (eV): 4.4804
Energy (eV): -99839.46726
ΔE to the lowest compared entry with this formula, charge and spin (kJ/mol): 207.3

# 2
2 unconnected molecules or ions with the total composition C3H13N3O at a distorted geometry, computed with ωB97M-V/def2-TZVPD.

Each line ends with the Mulliken charge.
Atoms and positions in Å:
C (-1.29, -1.43, -0.30)  -0.654
C (-0.62, -1.44, 1.07)  -0.297
N (-1.62, -1.50, 2.16)  -0.637
N (-0.40, -1.37, -1.44)  -0.594
H (-2.05, -2.24, -0.42)  0.420
H (-1.84, -0.50, -0.33)  0.267
H (0.16, -2.24, 1.09)  0.240
H (-0.12, -0.48, 1.17)  0.296
H (-1.13, -1.42, 3.08)  0.238
H (-2.03, -2.40, 2.13)  0.220
H (0.26, -2.14, -1.46)  0.196
H (-0.98, -1.46, -2.26)  0.214
N (1.85, 2.92, -0.07)  -0.728
C (1.60, 1.80, -0.93)  -0.193
O (0.45, 1.15, -0.44)  -0.500
H (1.02, 3.53, -0.06)  0.275
H (1.92, 2.58, 0.89)  0.258
H (1.40, 2.17, -1.94)  0.296
H (2.48, 1.13, -0.96)  0.293
H (0.31, 0.31, -0.93)  0.390

Properties
Max |F| (eV Å⁻¹): 1.5
SMILES string: NCCN.NCO
Orbital gap (eV): 10.3516
Energy (eV): -9839.24551
ΔE to the lowest compared entry with this formula, charge and spin (kJ/mol): 102.0

# 3
C7H6O in the gas phase at a distorted geometry, computed with ωB97M-V/def2-TZVPD.

Each line ends with the Mulliken charge.
Atoms and positions in Å:
C (2.30, 0.86, 0.36)  -0.177
C (1.13, 0.61, -0.52)  -0.061
C (1.89, -0.53, -1.18)  -0.593
C (1.35, -1.02, -0.02)  0.721
C (2.79, -0.41, 0.24)  -0.488
C (-0.63, -0.10, 0.31)  0.008
C (-1.82, -0.37, -0.64)  -1.022
O (0.20, -1.15, 0.68)  -0.380
H (2.63, 1.68, 1.09)  0.329
H (3.70, -0.96, 0.35)  0.416
H (-0.94, 0.50, 1.21)  0.327
H (-1.37, -0.88, -1.55)  0.245
H (-2.12, 0.60, -0.92)  0.357
H (-2.40, -1.15, -0.04)  0.318

Properties
Max |F| (eV Å⁻¹): 4.5
Orbital gap (eV): 8.6479
Energy (eV): -9393.30446
ΔE to the lowest compared entry with this formula, charge and spin (kJ/mol): 860.2

# 4
7 unconnected molecules or ions with the total composition C35H46F18O16S at a distorted geometry, computed with ωB97M-V/def2-TZVPD.

Each line ends with the Mulliken charge.
Atoms and positions in Å:
C (0.37, 0.02, -1.15)  0.173
C (-0.27, -0.08, -0.13)  -1.016
C (-1.07, -0.12, 1.09)  -0.601
C (-0.71, -1.33, 1.95)  0.033
C (-1.27, -2.60, 1.30)  -0.053
C (-0.71, -3.89, 1.84)  -1.295
O (-0.09, -3.87, 3.14)  -0.388
C (0.26, -5.19, 3.28)  0.375
O (0.29, -5.83, 4.27)  -0.562
O (0.55, -5.70, 2.03)  -0.396
C (0.40, -4.61, 1.10)  1.336
S (1.89, -3.54, 1.18)  -0.180
O (-0.09, -5.00, -0.11)  -0.157
C (0.88, -5.28, -1.12)  -1.248
C (1.88, -6.38, -0.76)  -0.074
C (3.05, -6.29, -1.78)  -1.243
H (0.77, 0.39, -2.05)  0.687
H (-0.86, 0.80, 1.63)  0.394
H (-2.11, -0.12, 0.77)  0.162
H (0.37, -1.44, 2.00)  0.266
H (-1.13, -1.16, 2.93)  0.263
H (-1.16, -2.58, 0.22)  0.428
H (-2.34, -2.58, 1.47)  -0.268
H (-1.56, -4.57, 1.95)  0.554
H (2.81, -4.08, 0.35)  0.206
H (0.32, -5.65, -1.97)  0.525
H (1.36, -4.37, -1.46)  0.398
H (2.32, -6.26, 0.22)  0.334
H (1.38, -7.34, -0.87)  0.405
H (2.78, -5.61, -2.59)  0.335
H (3.29, -7.27, -2.16)  0.362
H (3.94, -5.88, -1.30)  0.298
C (-2.76, -6.46, -0.71)  -0.838
C (-3.87, -5.57, -1.23)  0.090
O (-4.44, -6.09, -2.45)  -0.375
C (-5.32, -7.07, -2.31)  0.322
O (-5.68, -7.55, -1.28)  -0.506
C (-5.85, -7.48, -3.69)  0.896
F (-4.87, -7.62, -4.57)  -0.250
F (-6.69, -6.54, -4.16)  -0.251
F (-6.52, -8.63, -3.62)  -0.240
H (-2.00, -6.61, -1.48)  0.262
H (-2.30, -6.01, 0.16)  -0.036
H (-3.14, -7.44, -0.43)  0.447
H (-3.47, -4.58, -1.48)  0.327
H (-4.65, -5.42, -0.48)  0.106
C (-1.71, -1.05, 8.22)  -1.061
C (-2.59, 0.13, 7.85)  -0.163
O (-1.80, 1.24, 7.37)  -0.345
C (-1.39, 1.16, 6.12)  0.297
O (-1.61, 0.27, 5.36)  -0.458
C (-0.60, 2.43, 5.75)  0.912
F (0.28, 2.75, 6.70)  -0.256
F (-1.44, 3.47, 5.60)  -0.277
F (0.06, 2.27, 4.61)  -0.198
H (-0.96, -0.75, 8.95)  0.311
H (-2.31, -1.85, 8.65)  0.376
H (-1.18, -1.44, 7.35)  0.254
H (-3.12, 0.49, 8.72)  0.321
H (-3.33, -0.15, 7.10)  0.268
C (4.08, 4.96, -2.44)  -1.031
C (2.99, 5.57, -3.30)  -0.194
O (2.63, 4.68, -4.37)  -0.360
C (1.81, 3.69, -4.05)  0.409
O (1.36, 3.46, -2.97)  -0.539
C (1.49, 2.86, -5.30)  0.883
F (2.59, 2.58, -6.01)  -0.260
F (0.64, 3.53, -6.10)  -0.256
F (0.91, 1.70, -4.98)  -0.228
H (4.94, 4.68, -3.06)  0.324
H (4.41, 5.67, -1.68)  0.402
H (3.73, 4.06, -1.95)  0.265
H (3.36, 6.48, -3.77)  0.220
H (2.12, 5.83, -2.71)  0.337
C (3.58, 0.70, 2.72)  -1.034
C (5.06, 0.51, 2.45)  -0.344
O (5.41, 1.03, 1.15)  -0.295
C (5.57, 2.34, 1.05)  0.262
O (5.44, 3.13, 1.93)  -0.524
C (5.97, 2.70, -0.38)  1.023
F (5.21, 2.06, -1.28)  -0.246
F (7.24, 2.35, -0.63)  -0.286
F (5.85, 4.00, -0.61)  -0.227
H (2.99, 0.26, 1.92)  0.271
H (3.31, 0.24, 3.67)  0.401
H (3.32, 1.76, 2.77)  0.366
H (5.31, -0.55, 2.42)  0.326
H (5.67, 0.97, 3.22)  0.323
C (-7.71, -3.23, -0.29)  -0.821
C (-7.21, -1.80, -0.31)  -0.273
O (-6.66, -1.42, 0.97)  -0.335
C (-5.43, -1.83, 1.21)  0.294
O (-4.74, -2.48, 0.48)  -0.475
C (-4.97, -1.32, 2.58)  0.972
F (-5.90, -1.52, 3.53)  -0.290
F (-4.71, -0.01, 2.55)  -0.259
F (-3.86, -1.94, 2.97)  -0.200
H (-8.42, -3.38, 0.52)  0.309
H (-8.19, -3.48, -1.24)  0.386
H (-6.88, -3.93, -0.14)  0.059
H (-8.04, -1.12, -0.49)  0.348
H (-6.48, -1.64, -1.10)  0.300
C (5.52, 10.71, -5.32)  -1.068
C (4.57, 11.67, -4.63)  -0.211
O (3.20, 11.27, -4.83)  -0.332
C (2.76, 10.30, -4.05)  0.376
O (3.39, 9.72, -3.21)  -0.514
C (1.28, 10.02, -4.34)  0.902
F (1.05, 9.95, -5.66)  -0.255
F (0.52, 11.01, -3.85)  -0.261
F (0.89, 8.88, -3.79)  -0.227
H (5.27, 10.62, -6.38)  0.303
H (6.55, 11.07, -5.24)  0.367
H (5.46, 9.71, -4.89)  0.291
H (4.66, 12.66, -5.07)  0.319
H (4.79, 11.75, -3.57)  0.316

Properties
Max |F| (eV Å⁻¹): 1.4
SMILES string: C#CCCC[C@@H]1OC(=O)O[C@@]1(S)OCCC.CCOC(=O)C(F)(F)F.CCOC(=O)C(F)(F)F.CCOC(=O)C(F)(F)F.CCOC(=O)C(F)(F)F.CCOC(=O)C(F)(F)F.CCOC(=O)C(F)(F)F
Orbital gap (eV): 10.0372
Energy (eV): -129550.96732

Please write out number 2 again, unchanged.
2 unconnected molecules or ions with the total composition C3H13N3O at a distorted geometry, computed with ωB97M-V/def2-TZVPD.

Each line ends with the Mulliken charge.
Atoms and positions in Å:
C (-1.29, -1.43, -0.30)  -0.654
C (-0.62, -1.44, 1.07)  -0.297
N (-1.62, -1.50, 2.16)  -0.637
N (-0.40, -1.37, -1.44)  -0.594
H (-2.05, -2.24, -0.42)  0.420
H (-1.84, -0.50, -0.33)  0.267
H (0.16, -2.24, 1.09)  0.240
H (-0.12, -0.48, 1.17)  0.296
H (-1.13, -1.42, 3.08)  0.238
H (-2.03, -2.40, 2.13)  0.220
H (0.26, -2.14, -1.46)  0.196
H (-0.98, -1.46, -2.26)  0.214
N (1.85, 2.92, -0.07)  -0.728
C (1.60, 1.80, -0.93)  -0.193
O (0.45, 1.15, -0.44)  -0.500
H (1.02, 3.53, -0.06)  0.275
H (1.92, 2.58, 0.89)  0.258
H (1.40, 2.17, -1.94)  0.296
H (2.48, 1.13, -0.96)  0.293
H (0.31, 0.31, -0.93)  0.390

Properties
Max |F| (eV Å⁻¹): 1.5
SMILES string: NCCN.NCO
Orbital gap (eV): 10.3516
Energy (eV): -9839.24551
ΔE to the lowest compared entry with this formula, charge and spin (kJ/mol): 102.0

- The highest max |F| belongs to which entry?
  C7H6O

- Among the records above, which one has the highest max |F|?
  C7H6O

- What is the energy in the second record?
  -9839.24551 eV